Record 1
Molecular formula: C6H14N5O2P
Method: DFT, ωB97M-V with the def2-TZVPD basis set

SMILES   C=CO[P@](=O)(/N=C(N)/N=C\N)N(C)C
LUMO level   0.47 eV
Max |F|   6.12 eV/A

Each line ends with the natural charge from an NBO analysis.
Geometry (Å):
C  -1.9410  -1.6457  2.2498  -0.403
O  -1.9926  0.7256  -0.2471  -0.783
C  -1.7081  1.4641  -1.3212  0.164
N  -0.9926  -1.2092  1.2130  -0.771
H  -2.6236  -2.3051  1.7075  0.181
H  -0.2592  -1.5922  -0.6646  0.233
H  -2.4917  -0.7908  2.5536  0.217
H  -2.2174  2.4384  -3.1541  0.212
H  -1.4074  -2.1218  3.0326  0.197
P  -0.8751  0.4901  0.9114  2.387
C  -2.5422  1.7553  -2.3285  -0.520
C  1.6485  1.1012  0.2794  0.626
H  3.8645  0.8623  -2.1089  0.157
N  0.5016  0.5648  -0.0197  -1.022
N  1.8542  1.6563  1.4773  -0.786
H  1.0884  1.5450  2.0217  0.421
H  2.8436  2.0719  1.6754  0.419
N  2.6098  1.3198  -0.6589  -0.534
H  2.9005  -1.3104  -0.4234  0.396
C  3.1958  0.4308  -1.3210  0.367
O  -1.0556  1.2763  2.1605  -1.095
H  -0.7386  1.7509  -1.2151  0.182
C  -1.0350  -1.9743  -0.0245  -0.429
H  -3.3776  1.0809  -2.5565  0.206
N  3.4656  -0.9070  -1.2159  -0.819
H  -0.6392  -3.0291  0.1312  0.182
H  -2.0676  -2.0953  -0.3607  0.187
H  3.9920  -1.5527  -1.7935  0.428

***

Record 2
Molecular formula: C2H7NS
Method: DFT, ωB97M-V with the def2-TZVPD basis set

LUMO level   -1.85 eV
Max |F|   3.65 eV/A

Each line ends with the natural charge from an NBO analysis.
Geometry (Å):
H  0.7330  -0.9148  1.2949  0.172
C  0.8573  -1.1218  0.2262  -0.251
H  0.3490  0.7594  0.1389  0.297
C  -0.1086  -0.2383  -0.3485  -0.280
H  -2.1165  -0.9611  -0.2849  0.381
N  -1.4873  -0.2644  0.0956  -0.800
H  -1.2559  -0.5764  1.0390  0.346
H  1.2556  2.3926  -0.2439  0.106
H  0.2493  0.0791  -1.3275  0.242
S  -0.1237  2.5903  -0.4237  -0.437
H  1.6476  -1.7446  -0.1660  0.223

***

Record 3
Molecular formula: C99H209N11O11
Method: DFT, ωB97M-V with the def2-TZVPD basis set

SMILES   CC1(C)CCCC(C)(C)N1O.CC1(C)CCCC(C)(C)N1O.CC1(C)CCCC(C)(C)N1O.CC1(C)CCCC(C)(C)N1O.CC1(C)CCCC(C)(C)N1O.CC1(C)CCCC(C)(C)N1O.CC1(C)CCCC(C)(C)N1O.CC1(C)CCCC(C)(C)N1O.CC1(C)CCCC(C)(C)N1O.CC1(C)CCCC(C)(C)N1O.CC1(C)CCCC(C)(C)N1O
LUMO level   0.34 eV
Max |F|   3.40 eV/A

Each line ends with the Löwdin charge.
Geometry (Å):
H  0.0577  0.3108  6.2180  0.063
C  1.6647  -0.4452  0.7706  -0.148
H  -4.7570  -0.6427  7.7126  0.086
H  -0.1643  -8.4584  -2.6576  0.127
C  0.4825  -4.9613  4.0597  -0.507
C  -5.9241  -1.6919  -3.0580  -0.511
H  1.0889  2.8731  5.3132  0.057
H  4.4086  5.2591  1.7716  0.087
O  -0.6635  -7.7538  -2.2100  -0.050
C  3.2241  4.1057  -5.9821  -0.174
H  5.5777  -1.8408  2.0613  0.091
H  1.7885  0.0618  1.7534  0.122
H  -0.0337  0.8081  -1.8234  0.059
C  1.8307  4.2979  -5.4138  -0.151
C  -4.8197  -3.1786  -0.3331  -0.018
C  6.3292  0.8302  -6.4751  -0.024
C  2.3924  0.4076  -0.2304  -0.527
H  8.2627  -1.0524  -7.1803  0.118
H  -3.4947  6.5033  1.1954  0.073
C  5.9838  -0.7786  -8.3772  -0.042
C  -4.7318  -0.7682  0.4545  -0.023
C  -3.9502  -1.1965  8.1361  -0.056
H  1.1953  -5.1241  0.9139  0.050
H  3.2361  0.1949  -2.1777  0.038
H  0.4078  -8.8154  1.3681  0.091
H  -2.6561  7.3491  2.5079  0.077
H  -2.4107  -8.4477  -4.8327  0.083
H  4.9494  -2.4151  -0.7930  0.096
H  -4.6822  -0.6421  -4.4440  0.084
H  -5.3354  2.7875  -4.9657  0.083
C  -4.9276  5.8680  -1.2851  -0.183
H  4.1639  0.3922  -4.0941  0.064
C  -0.6220  -4.9744  -1.6498  -0.011
H  -2.4623  0.4804  9.4811  0.131
H  -0.8115  -5.8195  -1.0122  0.053
H  -6.3980  4.8542  -5.7457  0.087
H  8.6688  -2.0168  -4.8405  0.104
C  0.6134  -6.8251  2.2731  -0.439
C  -2.8551  -6.0152  -4.5379  -0.139
H  1.3303  7.1029  -5.1165  0.074
H  1.5802  -4.8004  -3.1396  0.081
H  5.9002  0.4898  -3.8175  0.088
H  -3.9638  -6.0401  -4.7829  0.142
H  -3.1769  2.4002  6.3899  0.122
C  2.1510  6.6440  -4.5762  -0.035
H  -2.0247  5.7326  1.9746  0.095
H  1.4946  -6.3798  -2.2779  0.073
H  4.1561  -3.3139  -4.9163  0.113
C  2.7375  5.2303  4.0409  -0.024
H  5.3055  -6.8055  0.3408  0.060
C  -2.0778  0.7399  5.5191  -0.514
H  -0.0295  -0.9068  -0.4672  0.120
O  2.8490  5.4682  -2.1283  -0.049
H  1.1053  4.7554  -6.1108  0.126
H  -2.4834  4.2360  3.8326  0.057
H  5.9770  3.3301  -2.9664  0.076
H  -7.6683  3.9382  -3.2487  0.071
C  -3.8019  2.4060  -2.5323  -0.029
O  -3.1790  -1.3864  5.4781  -0.051
C  -1.2741  -5.0741  2.3585  -0.194
H  -4.3618  6.6904  -0.8804  0.087
C  -0.3537  -5.5666  -3.0428  -0.519
C  0.1923  -0.4561  0.5167  -0.178
H  6.4018  -7.4226  -0.8625  0.077
C  -5.7362  -0.5887  -4.1522  -0.022
H  -3.9506  -8.5399  -3.7426  0.096
H  -2.5175  5.7373  4.8128  0.111
H  8.5399  -6.0717  -1.2533  0.089
H  -0.2459  -1.1298  1.2568  0.111
H  5.3449  1.2092  -6.6634  0.060
H  -3.4677  -2.1443  -2.3161  0.037
H  -3.1638  2.0020  -1.7485  0.072
H  4.3439  1.3203  -0.2934  0.085
H  8.0291  -0.4581  -4.6312  0.110
C  5.3801  -4.9376  -1.7275  -0.150
H  -8.0879  5.4456  -3.9064  0.089
H  -6.0728  -3.2018  -4.4794  0.096
N  -2.9446  -0.1998  6.2334  -0.092
H  -5.0328  0.2743  0.3200  0.068
H  1.4456  -6.2858  -4.0099  0.091
H  4.4454  -4.0585  2.5643  0.101
H  4.4219  2.4792  -2.6409  0.058
H  -1.4601  2.8233  5.9237  0.112
H  -7.7990  -0.6739  -2.5629  0.103
C  -0.9389  -6.5222  2.0646  -0.114
H  5.1202  -0.1494  -8.6847  0.085
C  0.3025  2.0550  -0.1539  -0.462
H  7.0040  1.2638  -7.2008  0.085
C  2.7436  0.6214  4.9139  -0.030
C  -5.8664  5.2812  5.7098  -0.037
H  -5.7445  7.3826  -2.6433  0.132
H  4.9267  -0.6450  -2.8222  0.052
H  6.4886  -3.1106  -4.8678  0.122
H  4.4330  4.5160  6.1595  0.123
H  -3.6407  -0.8734  0.3036  0.080
H  5.1157  -5.7010  -2.5301  0.146
H  -0.2859  1.2052  1.7231  0.104
C  -0.8949  -4.7413  -4.1552  -0.173
H  5.1868  3.2189  -5.1533  0.140
H  4.5373  3.5817  1.6522  0.065
H  -7.5791  5.3897  -2.1514  0.070
H  -4.3318  1.5583  -2.9359  0.052
C  -2.8736  -8.3516  -3.8614  -0.038
H  -0.5104  -1.1048  7.6464  0.067
C  1.9459  2.8762  5.9720  -0.023
C  4.6072  -3.2330  -0.1367  -0.115
H  1.9806  2.1979  2.2787  0.047
C  -1.6743  1.8026  7.8535  -0.179
N  -4.9616  6.5809  3.5597  -0.099
H  0.0686  4.3490  -3.0197  0.044
H  -5.0558  -3.5510  0.6373  0.080
H  -2.3648  -6.3832  -5.4756  0.127
H  3.4658  -0.9976  -7.1473  0.110
H  -8.0461  6.8885  4.5653  0.053
H  -3.6093  1.2853  8.5161  0.103
H  5.6042  3.3622  3.6596  0.111
H  6.8139  -0.2547  -8.9258  0.095
H  -3.7937  4.2779  -0.4183  0.093
C  -5.7581  3.8082  2.9043  -0.165
C  -3.8847  5.6004  3.0856  -0.497
O  1.8207  2.5802  3.1351  -0.053
H  -6.4123  -0.7180  -4.9641  0.070
H  3.6542  -5.1317  -0.3107  0.069
C  -7.4336  -1.6532  -2.7078  -0.131
H  -5.3208  6.0818  6.2707  0.091
C  4.1316  -4.4647  -0.9860  -0.144
H  -4.3770  6.6098  -3.1999  0.088
H  -5.6617  2.2440  -0.6129  0.087
C  -4.5992  4.5189  2.2109  -0.132
H  5.0917  1.5758  5.3394  0.131
H  0.4704  3.5584  1.3498  0.071
H  3.6271  2.4601  -4.6022  0.101
H  1.4323  -6.6361  0.1688  0.054
N  6.8421  -4.1954  -0.0354  -0.080
H  -1.0607  3.4334  0.5076  0.073
H  -7.1974  -2.5066  0.5896  0.141
C  5.1972  -1.3939  -4.6878  -0.504
H  -5.5103  4.2410  5.6694  0.057
C  3.6276  4.0947  3.5549  -0.499
H  -4.0567  -2.1970  7.7117  0.086
H  -0.1642  0.6291  4.4467  0.071
H  -2.2850  -4.8328  2.0510  0.106
H  -5.3902  -3.8229  -2.8829  0.059
N  1.7976  1.8011  -0.0190  -0.055
H  -3.7093  4.5068  5.0224  0.055
H  2.6800  0.0387  5.8819  0.109
H  -6.3610  2.1677  -2.1672  0.060
N  0.9242  -6.3016  3.6529  -0.126
H  -6.8742  8.0215  3.9173  0.069
H  -7.2498  -3.5098  -1.5277  0.106
C  5.7904  -3.5903  0.8520  -0.495
H  -4.9582  5.1132  1.3600  0.085
H  -1.1744  2.1686  -1.7884  0.055
H  -3.9504  -1.2491  9.2110  0.085
C  7.7667  -1.4431  -5.0468  -0.189
C  3.8049  0.5002  0.1902  -0.028
C  -4.8024  3.4953  -2.1923  -0.506
H  5.9425  -1.7974  -8.7452  0.080
N  3.0800  2.7161  3.7196  -0.079
H  -1.5526  -1.6235  9.0804  0.110
H  -2.1986  1.7720  3.6690  0.069
H  -5.0223  5.9031  -5.3906  0.072
C  -3.1193  4.9941  4.2188  -0.048
H  0.4098  2.4693  -2.3187  0.062
H  -4.2102  -6.9991  -2.0889  0.067
C  0.7895  -8.3464  2.2954  -0.035
N  2.7831  4.5479  -3.1293  -0.103
H  8.4048  -3.6589  0.7558  0.121
H  -1.6055  -5.5296  4.4574  0.138
H  2.4262  2.7196  -1.6673  0.081
H  7.2165  -2.2275  1.9082  0.064
C  6.2054  -0.6640  -6.8523  -0.497
H  -1.1642  -6.7405  1.0430  0.089
C  -5.2895  6.3652  -2.7283  -0.103
C  -0.0031  3.4012  0.3945  -0.016
H  -4.5591  8.2987  3.9196  0.100
C  6.5672  -2.1309  -4.3623  -0.108
C  1.8244  5.1490  -4.1243  -0.462
O  2.5328  2.8228  -0.6884  -0.070
H  8.1817  -4.6538  -2.1814  0.077
H  -0.6619  1.3994  7.8679  0.091
N  -5.1939  -1.2329  -1.8512  -0.039
H  -0.6857  -4.4505  1.7045  0.080
H  -1.3267  -3.7855  4.0615  0.090
C  -6.1457  5.9523  4.2544  -0.426
H  1.8538  -8.5629  2.3224  0.074
H  -0.2241  5.5412  -4.3475  0.084
H  -3.1636  4.9499  -1.9204  0.117
H  -3.2207  -5.5620  -1.6888  0.062
H  0.9465  -2.8209  3.8739  0.073
H  2.4625  7.3043  -3.7350  0.093
H  -3.8316  3.8269  1.7851  0.123
H  3.1172  -1.8052  -4.3097  0.106
H  0.1783  -4.3385  -1.2702  0.081
H  0.3760  4.1892  -0.2614  0.083
H  -5.0066  -1.0373  1.4804  0.089
C  7.7401  -5.5588  -1.8130  -0.032
H  -2.4700  0.0469  3.5038  0.094
H  5.4115  5.0675  4.1926  0.133
H  3.1331  3.3874  -6.8241  0.119
O  -3.7390  -1.2554  -2.1117  -0.048
H  -4.3981  -2.9349  -3.8470  0.058
H  1.7204  4.8274  4.1504  0.080
H  -6.7741  5.1909  6.2903  0.064
C  5.0062  -0.1904  -3.7651  -0.033
C  -6.0066  5.2419  -3.5802  -0.494
H  2.5287  -6.1942  1.3501  0.076
H  3.5397  5.0817  -6.3006  0.081
C  1.1196  -5.7891  -3.0998  -0.035
H  6.3849  -1.6331  0.5409  0.080
H  -2.6422  -7.2643  -1.3884  0.075
C  -0.3762  0.9115  0.6812  -0.121
H  5.7089  -4.0870  -2.3320  0.090
H  -1.5793  -4.3626  -1.7288  0.079
C  3.0237  2.1301  5.1118  -0.475
H  -2.5876  -3.8647  -5.0377  0.123
C  0.4114  5.2480  -3.5065  -0.031
H  -1.5013  -7.1845  2.7535  0.127
H  4.9869  3.8911  -1.7219  0.072
C  -2.9360  6.3577  2.1572  -0.022
H  2.8355  6.0793  3.3333  0.094
H  4.2978  -0.4586  -0.0766  0.073
C  4.1620  4.3247  -3.6536  -0.483
H  -7.3668  -0.8861  -0.0246  0.116
H  7.4480  -6.2360  -2.5983  0.078
H  1.6538  2.2762  6.8460  0.076
O  7.9797  -4.5604  0.7864  -0.050
C  4.9554  3.6190  5.6768  -0.202
C  -2.1195  2.0555  6.3574  -0.089
C  -4.0610  4.6122  -1.4263  -0.118
H  3.6090  0.2537  4.3533  0.080
C  -7.7159  -2.5093  -1.4731  -0.143
N  5.0824  -1.3361  -6.1298  -0.088
C  -2.6679  0.9334  4.1548  -0.038
C  -0.6414  0.1974  5.3540  -0.027
H  -1.7270  -2.4055  7.4305  0.073
H  -5.9773  0.4187  -3.7160  0.074
C  -6.0127  5.6397  -5.0680  -0.049
H  -7.8182  -1.9795  -3.6805  0.117
C  -2.3427  -4.6045  -4.2710  -0.208
H  4.8289  5.9725  -4.9849  0.074
O  3.9607  -0.5539  -6.4532  -0.042
C  -1.5078  -1.4612  7.9542  -0.025
C  -5.4700  -3.0305  -3.6065  -0.022
H  -6.8283  3.4860  -1.0801  0.085
H  2.9010  4.4003  1.5159  0.077
H  1.8656  0.5077  4.3298  0.023
N  -1.0357  -6.8840  -3.1879  -0.119
H  3.8297  0.7401  1.2700  0.098
C  -2.6405  0.8564  8.4272  -0.140
H  2.4907  -1.2197  -1.3979  0.097
H  -0.4090  -3.7859  -4.1776  0.123
H  0.1722  -4.0515  5.9505  0.072
C  -5.4283  -1.7636  -0.4604  -0.517
H  -1.4473  1.0067  0.4661  0.122
H  2.1877  -1.3806  0.8460  0.101
H  -0.6778  -0.9507  5.2091  0.097
H  4.5991  6.3395  -3.2469  0.055
N  -5.1336  4.0456  -3.5317  -0.038
H  5.0664  -5.5361  1.5574  0.046
H  -5.2716  -3.7251  -1.1243  0.032
H  7.0147  -6.8039  0.7338  0.104
H  1.8565  -4.8788  5.7572  0.105
H  5.9347  3.7283  6.0767  0.097
C  0.7513  -4.8731  5.5321  -0.048
H  3.7679  -2.8958  0.5004  0.104
H  0.4253  6.0488  -2.6927  0.107
H  1.0240  -3.5660  2.2692  0.065
H  1.4060  3.3105  -5.1593  0.122
H  6.0771  5.4032  -3.7805  0.107
C  4.0949  -2.3789  -4.2834  -0.041
C  -3.2223  -6.6121  -2.0312  -0.002
C  7.4919  -1.4887  -6.5344  -0.141
H  -0.5895  -5.2242  -5.1266  0.147
C  -6.9249  -1.8400  -0.3043  -0.143
H  -5.5023  3.2618  3.7428  0.069
H  -1.5667  2.7736  8.3082  0.106
H  -6.7858  7.5954  5.5575  0.074
H  6.1253  -4.5959  2.6737  0.082
H  -3.7268  1.0534  4.1974  0.079
H  -6.1800  3.1839  2.1317  0.101
H  -3.1870  2.8350  -3.3092  0.090
O  2.2479  -6.5747  3.9250  -0.016
H  7.2992  -2.5666  -6.8207  0.137
C  2.3985  -0.1521  -1.6131  -0.016
C  6.2906  -6.6870  -0.0973  -0.019
C  1.2565  -3.7437  3.3562  -0.009
C  4.9534  3.4274  -2.6743  -0.038
C  -2.5491  -6.9640  -3.3963  -0.491
C  5.3077  -4.5443  1.9604  -0.015
H  -7.0915  5.4192  2.3878  0.120
C  4.9973  4.0484  4.2162  -0.150
C  4.3539  2.2704  5.8245  -0.163
H  2.8891  6.7032  -5.3902  0.059
C  -7.0561  7.1990  4.5807  -0.030
C  -0.1559  1.8636  -1.6167  -0.003
O  -4.3416  7.5081  4.4132  -0.037
C  4.9696  5.6263  -3.9345  -0.009
C  -2.7006  -0.5445  7.6406  -0.519
C  -5.9805  2.8956  -1.4735  -0.025
H  2.1400  3.8828  6.3869  0.084
C  6.5352  -5.3959  -0.8775  -0.520
H  -3.6944  -3.2041  -0.5240  0.098
H  1.5131  -0.0098  -2.2379  0.079
H  0.2861  -5.8017  5.9083  0.099
C  1.4331  -6.1610  1.1074  -0.018
H  -7.6786  4.4634  3.8860  0.135
H  -2.4179  -9.1566  -3.2403  0.092
H  3.0530  5.5320  5.0356  0.061
C  4.0742  3.4125  -4.9059  -0.133
H  2.3918  5.0390  -1.3670  0.106
H  3.4387  -4.0432  -1.7124  0.084
C  -7.4380  4.9872  -3.1362  -0.029
H  -2.4231  -2.0202  5.3918  0.083
C  -1.0508  -4.7871  3.8410  -0.108
H  -6.6807  6.4595  -5.2952  0.075
H  -2.8240  -4.2123  -3.3474  0.080
H  4.1810  1.8776  6.8677  0.141
H  6.5942  1.0939  -5.4346  0.065
C  -6.7963  4.8744  3.3081  -0.114
C  3.8812  4.3348  2.0266  -0.030
H  2.3330  -3.8266  3.5536  0.060
H  2.7054  -5.9567  3.3175  0.076
C  6.3061  -2.2917  1.3943  -0.038
H  4.2757  -2.7328  -3.3013  0.027
H  6.7450  -2.1981  -3.3130  0.100
H  -5.8284  5.7865  -0.6333  0.108
O  -5.9148  2.9919  -4.2523  -0.058
H  0.2846  -8.7398  3.1820  0.090
H  -8.7641  -2.4933  -1.1744  0.111

***

Record 4
Molecular formula: C2H3OV
Method: DFT, ωB97M-V with the def2-TZVPD basis set

⟨S²⟩   3.9937
LUMO level (alpha / beta)   -5.45 / -5.50 eV
2S+1   4
Max |F|   2.21 eV/A
Charge   +1

Each line ends with the natural charge from an NBO analysis.
Geometry (Å):
O  -0.4987  0.6390  0.2232  -0.602
C  0.1930  -0.7831  -0.0281  -0.579
H  -1.4748  0.6419  0.2629  0.548
H  -0.2890  -1.3885  0.7528  0.200
V  2.0460  0.5308  0.3136  1.225
H  -0.1128  -1.2002  -0.9964  0.214
C  0.1363  1.5601  -0.5280  -0.005

***

Record 5
Molecular formula: C4H7N2P
Method: DFT, ωB97M-V with the def2-TZVPD basis set

SMILES   NP1C=CC=CN1
LUMO level   0.90 eV
Max |F|   3.96 eV/A

Each line ends with the natural charge from an NBO analysis.
Geometry (Å):
C  1.4610  -0.2664  -0.2289  -0.545
H  2.4972  0.0077  -0.0554  0.212
H  -0.9902  -1.0297  -2.2337  0.211
H  -1.6236  -0.7251  1.8665  0.414
C  -1.4069  -0.7911  -0.1221  0.025
C  0.7670  -0.5236  -1.3673  -0.202
N  0.3796  1.7478  1.2121  -1.180
H  -2.4850  -0.7199  -0.1020  0.204
N  -0.8872  -0.4495  1.1375  -0.916
H  1.1601  -0.8477  -2.3155  0.214
H  -0.2027  2.0026  0.4669  0.392
C  -0.6321  -0.7924  -1.2290  -0.346
P  0.7354  0.0998  1.4376  1.122
H  1.2274  2.2877  1.5334  0.394